Entry 1:
17
Properties=species:S:1:pos:R:3:mulliken_charge:R:1 method="wB97M-V/def2-TZVPD" total_charge=+1 smiles=C[NH2+]C1(N)CC1 lumo_ev=-3.2 e_homo_ev=-14.822 e_above_lowest_kj_mol=341.0 e_tot_ev=-7297.41434 gap_ev=11.58
C 0.160 1.475 1.196 -0.7592
N 0.776 0.148 0.881 -0.1022
C -0.121 -0.515 -0.147 0.1645
N -1.607 -0.904 0.536 -0.6020
C -0.006 0.165 -1.436 -0.4764
C 0.588 -1.182 -1.250 -0.5783
H 0.556 2.359 0.724 0.3327
H -0.914 1.371 0.864 0.3231
H 0.425 1.856 2.191 0.3675
H 0.788 -0.415 1.731 0.3689
H 1.710 0.152 0.574 0.3573
H -2.238 -0.664 -0.206 0.2903
H -1.750 -1.844 0.539 0.2826
H 0.684 1.013 -1.472 0.2379
H -0.721 0.443 -2.188 0.3025
H 0.064 -2.083 -1.574 0.2679
H 1.606 -1.373 -0.962 0.2228



Entry 2:
18
Properties=species:S:1:pos:R:3:mulliken_charge:R:1 method="wB97M-V/def2-TZVPD" total_charge=-1 lumo_ev=3.6 e_homo_ev=-2.986 e_above_lowest_kj_mol=703.0 e_tot_ev=-9347.20392 gap_ev=6.62
C 0.462 -1.322 0.218 -0.7258
N 0.788 -0.405 -1.022 -0.4247
C -1.049 -1.692 0.269 0.2332
C -1.929 -0.466 0.532 -0.9114
N -0.430 -2.130 1.395 -0.6152
C 1.200 2.427 -0.139 -0.5969
O 0.715 2.277 -1.431 -0.8857
H 1.144 -2.209 -0.017 0.2938
H 1.084 -0.620 1.002 0.3310
H 0.898 0.659 -1.064 0.3688
H 0.186 -0.907 -1.640 0.2195
H -1.265 -2.455 -0.517 0.4277
H -1.927 -0.059 -0.511 0.2442
H -2.849 -0.494 1.048 0.4031
H -1.211 0.138 1.140 0.1461
H 2.062 1.621 0.047 0.0857
H 1.647 3.377 0.000 0.3146
H 0.474 2.261 0.690 0.0920



Entry 3:
18
Properties=species:S:1:pos:R:3:mulliken_charge:R:1 method="wB97M-V/def2-TZVPD" total_charge=-1 lumo_ev=3.9 e_homo_ev=-2.448 e_above_lowest_kj_mol=176.4 e_tot_ev=-9352.66181 gap_ev=6.36
N 0.249 1.824 -1.802 -0.6401
C -0.111 2.523 -0.468 -0.3559
O -1.068 2.027 0.347 -0.8293
H -0.561 1.403 -2.195 0.1460
H 0.573 2.471 -2.485 0.2439
H 0.870 2.447 -0.016 0.1721
H -0.309 3.578 -0.792 0.2712
C -0.718 -0.620 0.379 -0.9766
C 0.291 -1.683 0.619 0.5979
C 1.509 -1.474 1.178 -0.9336
N -0.042 -2.968 0.145 -0.5285
H -1.736 -0.963 0.623 0.3125
H -0.657 -0.396 -0.681 0.2064
H -0.526 0.346 0.930 0.3225
H 2.369 -2.114 1.022 0.2608
H 1.765 -0.472 1.563 0.2961
H -1.033 -3.239 0.131 0.2170
H 0.528 -3.743 0.474 0.2175



Entry 4:
18
Properties=species:S:1:pos:R:3:mulliken_charge:R:1 method="wB97M-V/def2-TZVPD" total_charge=+1 smiles=CN[C@]1([NH2+]C)CO1 lumo_ev=-3.3 e_homo_ev=-13.634 e_above_lowest_kj_mol=412.8 e_tot_ev=-9344.57891 gap_ev=10.32
C -2.487 -0.359 0.324 -0.8489
N -1.269 -0.159 -0.735 -0.3781
C 0.034 0.328 -0.429 0.3933
N 1.012 -0.805 -0.331 -0.0750
C 2.397 -0.478 0.276 -0.7877
C -0.029 1.608 0.281 -0.5340
O 0.542 1.422 -1.024 -0.4083
H -2.152 -0.782 1.267 0.3223
H -3.145 0.420 0.438 0.3717
H -2.993 -1.210 -0.183 0.3228
H -1.647 0.217 -1.670 0.3030
H 0.560 -1.664 0.118 0.4314
H 1.234 -1.103 -1.318 0.4164
H 3.215 -0.960 -0.230 0.3676
H 2.529 0.592 0.496 0.2740
H 2.544 -0.993 1.264 0.3269
H -1.042 2.011 0.387 0.2774
H 0.695 1.916 1.069 0.2253



Entry 5:
18
Properties=species:S:1:pos:R:3:mulliken_charge:R:1 method="wB97M-V/def2-TZVPD" total_charge=+1 smiles="NCCCC(=[NH2+])O" lumo_ev=-3.3 e_homo_ev=-13.695 e_above_lowest_kj_mol=75.0 e_tot_ev=-9348.07959 gap_ev=10.37
N -0.690 1.425 -0.124 -0.4613
C -1.617 0.409 0.368 -0.6761
C -1.075 -0.972 0.001 -0.5526
C 0.328 -1.140 0.603 -0.6793
C 1.305 -0.149 0.080 0.7028
N 1.600 -0.097 -1.199 -0.2878
O 1.944 0.537 0.965 -0.3969
H -0.864 1.623 -1.104 0.2188
H -0.789 2.287 0.399 0.2236
H -2.628 0.526 -0.036 0.3563
H -1.671 0.491 1.455 0.4033
H -1.052 -1.091 -1.083 0.2964
H -1.727 -1.744 0.410 0.3548
H 0.276 -1.015 1.686 0.3435
H 0.692 -2.148 0.391 0.3372
H 1.103 -0.676 -1.861 0.2407
H 2.272 0.556 -1.580 0.2152
H 2.593 1.179 0.630 0.3614



Entry 6:
18
Properties=species:S:1:pos:R:3:mulliken_charge:R:1 method="wB97M-V/def2-TZVPD" total_charge=+1 lumo_ev=-3.3 e_homo_ev=-14.174 e_above_lowest_kj_mol=156.7 e_tot_ev=-9347.23298 gap_ev=10.83
C -0.445 -2.203 -1.333 0.0676
N -1.441 -1.236 -1.199 -0.5662
O 0.122 -2.438 -2.358 -0.4682
H -0.172 -2.691 -0.380 0.4018
H -2.064 -1.398 -0.419 0.2464
H -1.927 -1.002 -2.057 0.2541
C 1.385 0.092 1.374 -1.1922
C 0.382 1.033 0.785 0.7641
C -0.519 1.750 1.426 -0.9782
N 0.387 1.084 -0.694 -0.1474
H 1.072 -0.223 2.368 0.3728
H 1.574 -0.786 0.760 0.3436
H 2.325 0.634 1.506 0.3300
H -1.107 2.505 0.922 0.2544
H -0.664 1.611 2.489 0.2857
H 1.321 1.075 -1.111 0.4215
H -0.088 1.930 -1.015 0.3932
H -0.143 0.262 -1.066 0.2169



Entry 7:
18
Properties=species:S:1:pos:R:3:mulliken_charge:R:1 method="wB97M-V/def2-TZVPD" total_charge=+1 lumo_ev=-5.6 e_homo_ev=-12.584 e_above_lowest_kj_mol=294.2 e_tot_ev=-9345.80766 gap_ev=6.97
C 0.621 -0.833 -0.702 -0.7072
C 0.562 -3.282 -0.328 -0.0803
N 0.898 -2.253 -1.008 -0.0131
H -0.349 -0.656 -1.204 0.3399
H 1.477 -0.303 -1.093 0.3240
H 0.567 -0.715 0.396 0.2547
H -0.098 -3.109 0.504 0.2745
H 0.833 -4.297 -0.677 0.2782
H 1.416 -2.375 -1.876 0.3127
C 0.268 2.720 1.414 -0.0217
N -0.442 1.647 0.994 -0.1250
C -1.391 1.568 -0.152 -0.9843
O 0.168 3.916 1.094 -0.5307
H 0.966 2.437 2.222 0.3267
H -0.503 0.897 1.736 0.3299
H -2.046 2.420 -0.089 0.3589
H -2.045 0.694 -0.083 0.3688
H -0.903 1.523 -1.151 0.2940



Entry 8:
18
Properties=species:S:1:pos:R:3:mulliken_charge:R:1 method="wB97M-V/def2-TZVPD" total_charge=+1 lumo_ev=-3.6 e_homo_ev=-13.842 e_above_lowest_kj_mol=144.9 e_tot_ev=-9347.35546 gap_ev=10.26
N 1.140 0.320 2.361 -0.3017
C 1.006 0.880 1.159 0.0479
N 2.007 0.991 0.323 -0.2822
H 1.992 -0.086 2.721 0.2234
H 0.327 0.308 2.948 0.2513
H 0.068 1.225 0.807 0.4798
H 1.841 1.372 -0.609 0.2805
H 2.871 0.551 0.516 0.2016
O -0.005 -1.334 0.199 -0.4923
C -0.333 -0.900 -0.906 0.0527
C -1.723 -0.867 -1.411 -0.3256
C -2.095 0.616 -1.650 -1.0615
H 0.433 -0.593 -1.663 0.4123
H -2.426 -1.350 -0.747 0.3077
H -1.749 -1.347 -2.339 0.3164
H -2.366 1.103 -0.702 0.2503
H -2.921 0.869 -2.360 0.3300
H -1.188 1.062 -2.109 0.3095